No. 1
Entry from the Open Molecules 2025 dataset: a 2-piece molecular cluster, C4H6ClN overall (ωB97M-V/def2-TZVPD).

Values from the calculation:
LUMO level = 0.772 eV
Energy relative to the best compared isomer or geometry (same formula, charge and spin) = 74.0 kcal per mole
HOMO = -8.819 eV

Cartesian coordinates (Å):
1 C -1.090 0.719 0.468
2 C -0.183 0.624 1.244
3 C -2.203 0.835 -0.448
4 C 2.336 -0.558 0.504
5 N 1.848 -1.546 -0.193
6 Cl 2.873 0.719 -0.522
7 H -2.124 0.082 -1.233
8 H -3.142 0.683 0.086
9 H -2.213 1.821 -0.906
10 H 0.633 0.533 1.896
11 H 1.769 -1.572 -1.209
12 H 1.495 -2.341 0.315

Charges computed using Löwdin, reported in e: -0.203 0.056 -0.119 -0.642 -0.042 0.536 0.075 0.078 0.077 -0.003 0.092 0.094



No. 2
Entry from the Open Molecules 2025 dataset: C17H16HgN2O5 as an isolated structure (ωB97M-V/def2-TZVPD).

Values from the calculation:
Total charge = +2
LUMO level = -8.873 eV
Energy relative to the best compared isomer or geometry (same formula, charge and spin) = 0.0 kcal per mole
HOMO = -14.288 eV

Cartesian coordinates (Å):
1 Hg -1.097 -0.412 -2.482
2 O -1.575 -4.135 -1.718
3 C -1.533 -3.088 -2.144
4 C -0.512 2.299 -2.925
5 O -0.082 3.257 -2.491
6 C -3.735 0.228 -2.245
7 O -4.754 0.502 -1.819
8 C 1.551 -0.971 -3.305
9 O 2.656 -1.052 -3.043
10 C -1.688 -1.235 -5.263
11 H -0.889 -1.993 -5.289
12 H -2.688 -1.617 -4.999
13 C -1.428 0.084 -5.363
14 H -2.198 0.855 -5.203
15 H -0.411 0.479 -5.503
16 C -0.115 0.166 3.944
17 N -0.451 -0.082 2.561
18 N 0.386 0.191 1.531
19 C -0.281 -0.080 0.375
20 O 0.319 0.075 -0.760
21 C -1.590 -0.507 0.715
22 C -1.652 -0.473 2.092
23 C -2.796 -0.786 2.970
24 C 1.743 0.620 1.628
25 C 2.585 0.077 2.615
26 C 3.939 0.443 2.617
27 C 4.455 1.282 1.610
28 C 3.603 1.811 0.625
29 C 2.239 1.511 0.652
30 H 0.567 -0.608 4.329
31 H -1.050 0.113 4.523
32 H 0.346 1.157 4.080
33 H -2.358 -0.793 0.025
34 H -2.590 -1.626 3.658
35 H -3.109 0.072 3.592
36 H -3.663 -1.075 2.355
37 H 2.209 -0.665 3.330
38 H 4.585 0.066 3.409
39 H 5.514 1.541 1.600
40 H 3.990 2.443 -0.182
41 H 1.556 1.929 -0.101

Charges computed using Löwdin, reported in e: 0.938 0.148 0.036 0.024 0.121 0.040 0.143 0.020 0.120 -0.069 0.074 0.074 -0.083 0.072 0.072 0.031 -0.037 0.075 -0.391 -0.176 0.032 -0.234 0.002 -0.164 -0.014 -0.041 -0.043 -0.048 -0.012 0.099 0.103 0.125 0.069 0.113 0.109 0.100 0.106 0.119 0.119 0.119 0.109



No. 3
Entry from the Open Molecules 2025 dataset: C31H22N3OPPt as an isolated structure (ωB97M-V/def2-TZVPD).

Values from the calculation:
Multiplicity = 3
⟨S²⟩ = 2.03
LUMO level (alpha / beta) = -0.141 / -0.870 eV
HOMO (alpha / beta) = -5.696 / -7.927 eV

Cartesian coordinates (Å):
1 Pt 0.787 -2.029 -0.146
2 O 1.408 -2.703 2.496
3 C 0.775 -1.804 1.976
4 C 0.359 -0.513 2.387
5 C -0.150 -0.335 3.698
6 C -0.669 0.872 4.088
7 C -0.674 1.967 3.214
8 C -0.146 1.824 1.944
9 C 0.343 0.598 1.505
10 P 1.132 0.379 -0.105
11 C 0.102 1.201 -1.348
12 C -1.262 1.403 -1.160
13 C -2.028 1.943 -2.183
14 C -1.448 2.259 -3.403
15 C -0.091 2.039 -3.601
16 C 0.680 1.513 -2.580
17 C 2.624 1.433 -0.011
18 C 3.816 0.838 0.396
19 C 4.959 1.604 0.559
20 C 4.916 2.970 0.318
21 C 3.731 3.567 -0.088
22 C 2.587 2.803 -0.260
23 H -0.136 -1.180 4.375
24 H -1.066 0.989 5.088
25 H -1.084 2.916 3.533
26 H -0.122 2.673 1.271
27 H -1.721 1.127 -0.220
28 H -3.085 2.117 -2.029
29 H -2.051 2.671 -4.202
30 H 0.363 2.276 -4.555
31 H 1.742 1.349 -2.728
32 H 3.841 -0.229 0.589
33 H 5.888 1.141 0.866
34 H 5.811 3.564 0.449
35 H 3.698 4.633 -0.273
36 H 1.668 3.271 -0.590
37 N 3.496 -3.113 0.747
38 C 4.760 -3.428 0.425
39 C 4.917 -3.149 -0.915
40 C 3.672 -2.655 -1.328
41 N 2.827 -2.639 -0.307
42 H 3.001 -3.197 1.631
43 H 5.446 -3.837 1.147
44 H 5.801 -3.281 -1.514
45 H 3.364 -2.316 -2.302
46 N -9.159 -1.204 -0.670
47 C -8.013 -1.295 -0.620
48 C -6.590 -1.414 -0.557
49 C -5.789 -0.824 -1.535
50 C -4.415 -0.944 -1.472
51 C -3.808 -1.653 -0.429
52 C -4.622 -2.243 0.547
53 C -5.995 -2.128 0.485
54 C -2.390 -1.773 -0.349
55 C -1.185 -1.893 -0.261
56 H -6.251 -0.278 -2.347
57 H -3.794 -0.495 -2.236
58 H -4.155 -2.792 1.354
59 H -6.616 -2.593 1.239

Charges computed using Löwdin, reported in e: 0.904 -0.025 -0.423 -0.229 -0.014 -0.072 -0.067 -0.087 -0.309 0.993 -0.366 -0.090 -0.080 -0.080 -0.079 -0.102 -0.332 -0.088 -0.077 -0.081 -0.074 -0.087 0.119 0.106 0.104 0.108 0.102 0.105 0.104 0.104 0.108 0.087 0.105 0.104 0.106 0.106 0.008 -0.081 -0.058 -0.146 -0.185 0.116 0.121 0.097 0.110 0.148 -0.195 -0.243 -0.028 -0.027 -0.249 -0.022 -0.027 -0.144 -0.262 0.118 0.107 0.118 0.118



No. 4
Entry from the Open Molecules 2025 dataset: a 40-piece molecular cluster, H80O40 overall (ωB97M-V/def2-TZVPD).

Values from the calculation:
LUMO level = -0.701 eV
Energy relative to the best compared isomer or geometry (same formula, charge and spin) = 219.3 kcal per mole
HOMO = -9.917 eV

Cartesian coordinates (Å):
1 H -5.673 -0.561 -1.661
2 H -5.057 0.066 -3.019
3 O -5.793 0.007 -2.417
4 H -4.935 3.535 3.356
5 H -5.743 2.325 3.098
6 O -5.710 3.262 2.848
7 H -4.860 -4.196 -0.144
8 H -3.734 -5.119 0.531
9 O -4.472 -4.527 0.662
10 H -0.115 2.105 -4.362
11 H -1.425 2.850 -4.806
12 O -1.076 2.080 -4.293
13 H 3.182 1.051 0.085
14 H 4.321 0.138 0.704
15 O 3.912 0.450 -0.104
16 H 1.243 -0.919 0.627
17 O 1.116 -1.861 0.390
18 H 3.183 -4.667 3.606
19 O 3.759 -4.276 2.942
20 H 1.686 5.649 -1.966
21 H 0.801 6.538 -1.191
22 O 0.746 5.810 -1.829
23 H 3.366 -5.338 1.168
24 H 2.506 -4.451 0.527
25 O 3.076 -5.184 0.250
26 H -0.121 -2.657 -3.351
27 H -0.646 -3.923 -3.363
28 O 0.119 -3.531 -3.818
29 H -1.542 1.446 2.641
30 H -1.720 1.880 1.053
31 O -1.156 1.578 1.780
32 H 5.273 2.675 2.658
33 O 5.536 1.786 2.373
34 H -2.709 3.816 -2.769
35 H -3.635 3.586 -1.639
36 O -2.743 3.923 -1.797
37 H 0.256 -2.518 -0.970
38 H -1.200 -3.066 -1.031
39 O -0.541 -2.593 -1.537
40 H -2.442 -1.632 -2.538
41 H -3.231 -1.739 -3.832
42 O -2.505 -2.189 -3.366
43 H -3.995 -0.156 -5.454
44 H -2.668 -0.629 -5.728
45 O -3.119 -0.120 -5.046
46 H 0.520 1.255 0.835
47 H 1.471 1.092 -0.403
48 O 1.327 0.815 0.526
49 H 3.022 5.804 1.740
50 H 3.818 5.212 0.516
51 O 3.585 5.079 1.458
52 H 2.110 -2.485 3.014
53 O 1.744 -1.606 3.164
54 H -0.952 -5.394 -2.384
55 H -1.977 -5.645 -1.344
56 O -1.908 -5.387 -2.267
57 H 3.077 -3.111 -4.209
58 O 3.056 -4.060 -4.111
59 H 6.245 -1.687 2.778
60 H 4.900 -2.122 2.547
61 O 5.634 -2.352 3.136
62 H 0.988 3.541 0.232
63 H 2.213 4.492 0.239
64 O 1.834 3.713 -0.208
65 H 1.190 1.704 4.501
66 H 1.684 1.073 3.145
67 O 1.980 1.484 3.981
68 H -1.574 -2.866 5.256
69 H -2.121 -3.792 4.008
70 O -2.281 -3.372 4.856
71 H 2.589 0.921 -4.730
72 H 1.643 0.590 -5.741
73 O 1.796 0.340 -4.791
74 H -4.090 3.860 0.083
75 H -4.895 3.029 1.305
76 O -4.613 3.122 0.379
77 H 4.231 -0.241 -3.381
78 H 4.441 0.745 -2.212
79 O 4.233 0.703 -3.155
80 H 4.134 3.334 0.447
81 H 5.099 3.068 -0.720
82 O 5.018 3.552 0.105
83 H -1.244 4.511 -3.119
84 H -1.806 5.819 -3.385
85 O -1.156 5.219 -3.769
86 H 0.054 3.924 5.450
87 H 0.479 3.986 3.937
88 O -0.008 3.483 4.603
89 H 1.305 -4.384 -1.093
90 O 0.723 -4.771 -0.435
91 H -0.129 -0.387 5.368
92 H 0.095 -1.312 6.540
93 O 0.298 -1.214 5.606
94 H 0.968 -1.689 3.740
95 H 0.973 -2.411 1.153
96 H 2.208 -4.512 -4.146
97 H 3.946 -3.425 3.368
98 H 5.158 1.591 1.519
99 H 1.205 -5.572 -0.195
100 O -5.416 0.460 4.110
101 H -5.690 0.000 3.311
102 H -5.139 -0.154 4.793
103 O -2.119 -0.115 -0.809
104 H -2.441 -0.477 0.015
105 H -1.395 0.526 -0.628
106 O -0.117 1.393 -1.537
107 H 0.275 0.719 -2.175
108 H -0.667 2.011 -2.073
109 O -1.324 -1.575 3.361
110 H -0.834 -2.210 2.824
111 H -0.666 -0.928 3.611
112 O -1.738 -5.586 1.533
113 H -1.191 -5.160 0.865
114 H -2.224 -4.884 1.983
115 O 0.963 -0.597 -2.645
116 H 1.388 -1.024 -3.386
117 H 0.011 -0.810 -2.588
118 O -2.357 6.293 -0.523
119 H -1.917 5.875 -1.275
120 H -3.293 6.113 -0.627

Löwdin atomic charge list, values in e, 99 entries: 0.027 0.005 -0.042 0.064 0.024 -0.040 0.033 -0.006 -0.046 0.031 0.061 -0.058 0.014 0.036 -0.029 0.016 -0.053 0.062 -0.041 0.037 0.047 -0.054 0.029 0.014 -0.067 0.028 -0.012 -0.110 0.044 0.053 -0.030 0.045 -0.054 0.050 0.049 -0.054 0.013 0.046 -0.110 0.031 0.008 -0.084 0.052 0.058 -0.054 0.015 0.045 -0.083 0.058 0.049 -0.064 0.021 -0.033 0.018 0.017 -0.037 0.010 -0.063 0.060 0.028 -0.050 0.049 -0.004 -0.060 -0.003 0.017 -0.068 0.006 0.012 -0.061 0.048 0.081 -0.078 -0.009 -0.015 -0.059 0.047 0.007 -0.059 0.009 0.053 -0.057 -0.017 0.037 -0.052 0.045 0.052 -0.052 0.053 -0.069 0.046 0.070 -0.030 -0.004 0.008 0.014 0.016 -0.029 0.051



No. 5
Entry from the Open Molecules 2025 dataset: C27H45N5O6P2SV as an isolated structure (ωB97M-V/def2-TZVPD).

Values from the calculation:
Multiplicity = 3
⟨S²⟩ = 2.01
Total charge = +1
LUMO level (alpha / beta) = -2.626 / -1.992 eV
Energy relative to the best compared isomer or geometry (same formula, charge and spin) = 14.7 kcal per mole
HOMO (alpha / beta) = -11.091 / -11.206 eV

Cartesian coordinates (Å):
1 V 0.424 0.521 0.200
2 C 5.210 -1.434 7.314
3 C 4.290 -0.895 6.250
4 C 3.138 -1.592 5.882
5 C 2.292 -1.105 4.901
6 C 2.606 0.099 4.276
7 C 3.741 0.815 4.629
8 C 4.576 0.310 5.612
9 S 1.509 0.740 3.073
10 O 1.768 2.171 2.982
11 O 0.173 0.369 3.498
12 N 1.800 0.007 1.667
13 C 3.209 0.273 1.223
14 C 3.209 0.929 -0.147
15 O 4.214 1.146 -0.762
16 O 1.967 1.192 -0.561
17 H 4.678 -2.093 7.999
18 H 5.664 -0.628 7.888
19 H 6.020 -2.013 6.862
20 H 2.897 -2.525 6.380
21 H 1.388 -1.637 4.627
22 H 3.954 1.769 4.160
23 H 5.461 0.868 5.895
24 H 3.799 -0.638 1.168
25 H 3.738 0.955 1.883
26 C -2.609 -1.359 2.974
27 O -2.634 0.083 2.790
28 C -1.813 0.558 1.916
29 O -1.227 -0.151 1.058
30 N -1.761 1.906 1.896
31 N -0.632 2.454 1.246
32 H -3.269 -1.546 3.811
33 H -1.597 -1.673 3.206
34 H -2.965 -1.857 2.078
35 H -2.077 2.358 2.741
36 H 0.103 2.650 1.932
37 H -0.909 3.311 0.794
38 C -3.081 -4.212 -1.321
39 P -2.407 -2.556 -0.879
40 C -3.922 -1.536 -1.098
41 C -1.445 -2.207 -2.421
42 C -2.077 -2.284 -3.661
43 C -1.392 -2.073 -4.847
44 C -0.039 -1.783 -4.807
45 C 0.616 -1.710 -3.587
46 C -0.061 -1.927 -2.379
47 P 0.892 -1.599 -0.828
48 C 0.683 -3.030 0.287
49 C 2.627 -1.833 -1.339
50 H -3.753 -4.169 -2.181
51 H -3.631 -4.609 -0.466
52 H -2.261 -4.897 -1.546
53 H -4.249 -1.476 -2.135
54 H -3.770 -0.530 -0.706
55 H -4.719 -2.001 -0.514
56 H -3.134 -2.522 -3.707
57 H -1.912 -2.138 -5.795
58 H 0.516 -1.618 -5.724
59 H 1.669 -1.472 -3.590
60 H 0.654 -3.968 -0.268
61 H -0.223 -2.923 0.879
62 H 1.546 -3.026 0.954
63 H 2.706 -2.735 -1.942
64 H 3.228 -1.967 -0.442
65 H 3.025 -0.982 -1.887
66 C -3.698 1.756 -2.965
67 C -2.377 1.542 -3.696
68 N -1.350 2.510 -3.317
69 C -1.243 3.731 -4.132
70 C -2.165 4.870 -3.703
71 C -0.581 2.310 -2.233
72 C 0.439 3.367 -1.911
73 N -0.674 1.255 -1.457
74 H -4.432 1.017 -3.289
75 H -4.106 2.746 -3.168
76 H -3.569 1.662 -1.883
77 H -2.522 1.628 -4.771
78 H -1.999 0.533 -3.528
79 H -1.467 3.442 -5.157
80 H -0.212 4.068 -4.131
81 H -3.204 4.674 -3.965
82 H -1.867 5.793 -4.204
83 H -2.112 5.037 -2.624
84 H -0.021 4.355 -1.881
85 H 1.224 3.381 -2.667
86 H 0.916 3.155 -0.967
87 H -1.402 0.609 -1.742

Charges computed using Löwdin, reported in e: 0.784 -0.041 -0.255 -0.027 -0.044 -0.292 -0.050 -0.023 0.604 -0.312 -0.299 -0.273 -0.148 -0.600 0.113 -0.224 0.080 0.082 0.090 0.118 0.114 0.116 0.121 0.119 0.112 0.024 0.038 -0.576 -0.112 0.077 0.067 0.104 0.096 0.070 0.172 0.075 0.114 -0.277 0.913 -0.277 -0.389 -0.113 -0.072 -0.063 -0.086 -0.342 0.928 -0.247 -0.218 0.039 0.038 0.044 0.028 0.017 0.046 0.098 0.112 0.114 0.095 0.058 0.000 0.046 0.067 0.049 0.051 -0.054 -0.185 -0.064 -0.191 -0.063 -0.364 0.005 0.059 0.080 0.067 0.066 0.125 0.093 0.121 0.107 0.067 0.084 0.074 0.088 0.109 0.056 0.045